The following is a DFT calculation (the ωB97M-V functional and the def2-TZVPD basis) of 2 unconnected molecules or ions with the total composition C6H15NO.

For the relative energy (zero: lowest compared OMol25 entry of this formula, charge and spin), the calculation gives 225.8 kJ/mol. As for the HOMO-LUMO gap (spin up / spin down): 2.5 / 7.8 eV. The LUMO energy (spin up / spin down) comes out at 3.74 / 3.62 eV. Its spin multiplicity is 2. As for the charge: -1.

Last column: Löwdin spin population.
CARTESIAN COORDINATES (ANGSTROEM)
C (0.7631, 0.3378, 0.4659)  0.092
H (-2.7054, 0.2952, 0.5317)  0.005
H (-0.8246, 1.6388, 0.1108)  0.003
H (-3.3889, -0.5960, -1.0094)  0.003
C (-2.4780, -0.4112, -0.2970)  0.010
H (-1.5709, 0.6225, -1.8961)  0.004
C (0.8317, 0.6344, 1.7289)  0.198
H (1.9070, 0.1803, 3.4844)  0.078
H (1.2806, -0.3985, 0.0299)  0.038
H (2.5233, 1.2961, -2.4070)  0.039
H (-3.3141, -2.1524, 0.6108)  0.005
C (-2.2903, -1.8167, 0.2981)  0.041
H (-1.5140, -1.8447, 1.1323)  0.018
H (0.0619, 1.2153, 2.2316)  0.030
C (-0.1629, 0.9913, -0.4212)  0.041
C (-1.2356, 0.0278, -1.0574)  0.017
H (2.2562, -0.0528, -1.9021)  0.028
H (-2.2137, -2.5985, -0.4519)  0.004
H (2.5611, -0.5348, 2.1344)  0.092
H (-0.6082, -0.8724, -1.1785)  0.006
N (1.8400, 0.0649, 2.5161)  0.132
H (0.3303, 1.4555, -1.2300)  0.015
O (2.4714, 0.4139, -2.7636)  0.099